Entry 1:
Computed, not measured: C38H37BN8O2RuS4Si as an isolated structure, with ωB97M-V with the def2-TZVPD basis set.

Structure (XYZ):
```
92
Properties=species:S:1:pos:R:3:forces:R:3
H -2.059765 2.952020 0.787794 0.0073 -0.0053 -0.0040
C 1.943659 3.497612 -0.608297 0.0018 0.0683 0.0823
C 2.663968 -0.121750 1.948773 -0.0178 0.1348 0.1774
C -3.062747 -2.177459 2.068900 -0.1616 0.0532 -0.0751
C 4.021110 2.847020 0.453858 0.0178 -0.0315 0.0101
C 1.965872 1.537889 0.736437 -0.0398 -0.0227 -0.0151
C 2.372976 -0.212897 -4.122879 0.0045 -0.0092 0.0014
H -1.840886 -3.879418 0.458017 0.0541 0.0475 -0.0315
C 1.898441 -0.326165 -2.812234 -0.0083 0.0246 -0.0408
H 1.417018 4.180778 -1.262207 0.0302 -0.0258 0.0765
H 1.693892 0.098403 -4.911472 -0.0005 0.0115 -0.0022
N 1.845979 -2.166953 3.080114 0.0207 -0.0244 0.0161
S -0.581097 -0.777017 3.548225 0.0302 -0.0754 -0.0038
H 0.438852 3.101535 4.665459 0.0000 0.0001 0.0041
N 3.732935 0.703853 1.747216 0.0151 -0.0529 -0.0070
H -4.677855 0.182400 2.557414 -0.0059 -0.0076 -0.0072
S 0.629854 -2.570588 0.111136 -0.1656 -0.1021 0.0543
N -1.093835 1.768331 4.290144 0.0127 -0.0103 0.0708
N -3.629672 -1.723783 3.200234 0.1579 0.0280 0.0311
N 1.575001 0.354830 1.384522 0.2570 -0.0918 -0.2385
C -1.608569 0.572964 3.911789 -0.0128 -0.0128 -0.0372
C 3.691792 -0.499319 -4.445654 -0.0031 0.0003 -0.0092
H 5.077114 2.989102 0.645211 0.0023 -0.0021 0.0093
N 1.051099 -4.952009 1.597545 -0.0945 -0.0477 -0.0336
H -2.756900 4.121005 -3.180034 0.0013 0.0019 0.0011
Ru -0.404529 -0.449234 1.135966 -0.2522 -0.2710 -0.2814
C -0.945019 -2.360735 -3.436541 -0.0481 0.0175 0.0260
H -3.349844 -4.799826 0.609080 -0.0021 -0.0015 0.0141
H 0.229188 2.230401 -0.325668 -0.1037 0.0050 0.0417
C 0.312360 2.110825 4.231665 -0.0155 0.0063 -0.0122
C 0.870731 -3.966469 1.008831 -0.0291 0.1542 0.1571
O -0.310801 -0.075120 -0.898423 0.0940 -0.0088 -0.0368
H 5.600136 -1.150995 -3.702980 0.0013 -0.0005 -0.0015
C -2.341896 -2.642758 -5.375115 0.0009 -0.0028 -0.0057
C 0.822078 2.727133 -3.457036 -0.0615 -0.0354 -0.0770
B -4.118250 -0.290928 3.513815 0.0159 0.0063 0.0314
H 4.033640 -0.401704 -5.469512 0.0011 0.0010 -0.0013
H -1.924014 -5.239930 1.592327 0.0486 0.0090 0.0028
H -2.128066 1.519319 -0.266869 -0.0188 -0.0099 -0.0852
H -1.664959 -4.256018 -4.128463 -0.0010 0.0010 -0.0023
C -2.121000 2.656237 4.497757 -0.0059 0.0032 -0.0331
C -0.186950 1.886302 -2.984465 -0.0004 0.0011 -0.1189
C -0.723781 4.552509 -3.723593 0.0149 0.0091 -0.0052
S 3.974677 -3.280895 3.921658 0.0231 -0.0091 0.0242
H -4.185266 -2.639805 5.049151 0.0158 0.0023 0.0056
C 1.260380 2.416480 -0.089078 0.0736 0.0017 0.1818
H 2.435319 -0.925854 -0.830388 0.0581 0.0660 0.0145
C -1.747459 3.735398 -3.260977 -0.0125 0.0029 0.0204
C 4.115590 -1.792287 3.105192 -0.0200 0.0124 -0.0469
H -0.929168 5.578414 -4.005580 -0.0006 0.0009 0.0012
H 1.625042 -4.006318 4.044039 0.0036 0.0060 -0.0084
H -2.290275 1.797507 -2.549034 -0.0065 -0.0041 0.0235
H -2.896693 -3.285654 -6.048544 0.0017 -0.0001 0.0014
C -1.476689 2.423150 -2.900942 -0.0016 -0.0032 -0.0041
H 5.085728 -1.358143 2.930216 0.0016 0.0027 -0.0155
C -0.910590 -0.973310 -3.619428 -0.0529 0.0041 0.0472
H 0.896220 1.381798 4.788700 0.0038 -0.0053 -0.0064
H -1.945468 3.677937 4.782989 -0.0016 0.0001 0.0018
H 0.634279 2.113525 3.190285 -0.0054 0.0053 0.0085
H 1.369092 4.673140 -4.180799 0.0053 0.0033 -0.0011
C 2.268923 -3.209682 3.704754 -0.0131 0.0115 0.0460
C 3.323034 1.762044 0.972874 -0.0201 0.0125 -0.0507
C 0.562476 4.043472 -3.822643 -0.0318 -0.0340 -0.0741
N -2.940179 0.686986 3.906877 -0.0292 -0.0063 0.0281
C 2.793066 -0.771761 -1.840245 0.0055 0.1034 0.0406
H 4.670772 0.520167 2.048138 -0.0029 0.0116 0.0404
H 4.786154 -1.420789 -1.379692 -0.0065 -0.0034 -0.0009
C -3.264275 1.975830 4.265818 -0.0084 0.0173 -0.0115
C 4.114726 -1.065147 -2.153529 0.0201 0.0039 0.0004
H -4.290074 2.293661 4.320808 -0.0013 0.0015 0.0028
H -2.853656 -0.837882 -6.416216 0.0009 -0.0009 0.0002
H -3.062296 1.544560 1.233760 0.0048 0.0102 -0.0209
C -3.324283 -3.897009 3.451913 -0.1242 -0.0274 -0.0093
C -2.117676 1.854758 0.771946 0.0400 0.0589 0.0431
H -3.275779 -4.920919 3.775643 0.0127 0.0013 0.0057
C 2.877794 -1.350959 2.720944 0.0485 -0.0592 -0.0626
C 3.302236 3.717493 -0.338196 -0.0223 0.0001 -0.0165
H -0.421966 -2.800471 -2.595580 0.0296 -0.0065 0.0609
C -1.651047 -3.185894 -4.298885 0.0076 0.0029 0.0058
N -2.909412 -3.511874 2.198067 0.1439 -0.0173 -0.0009
C 4.570327 -0.921320 -3.455562 -0.0073 -0.0100 0.0025
C -2.480910 -4.418957 1.147993 0.0349 -0.0266 0.0284
H 3.799991 4.573249 -0.776747 -0.0019 0.0092 0.0047
H -1.601827 0.618096 -4.890173 -0.0003 -0.0143 0.0061
S -2.618049 -1.280140 0.659495 0.0959 0.0370 0.0624
C -3.769999 -2.780198 4.068142 -0.0333 -0.0264 -0.0177
C -2.317849 -1.272209 -5.579953 0.0025 -0.0038 -0.0066
C -1.608832 -0.451342 -4.709377 0.0249 0.0142 -0.0298
O -1.018124 1.340426 1.473699 0.0151 0.1461 0.0387
Si 0.094932 0.091638 -2.418116 -0.0143 -0.0037 -0.0071
H -4.848279 -0.366211 4.480666 -0.0068 -0.0105 -0.0021
H 1.838100 2.355911 -3.524870 0.0099 -0.0097 0.0046
```
Forces are in eV/Å.

**2S+1**: 2
**ΔE to the lowest compared entry with this formula, charge and spin**: 0.000 eV
**HOMO-LUMO gap (alpha / beta)**: 6.87 / 6.65 eV
**Total charge**: -1

Entry 2:
Computed, not measured: C23H19CuN7O5S3 as an isolated structure, with ωB97M-V with the def2-TZVPD basis set.

Structure (XYZ):
```
58
Properties=species:S:1:pos:R:3:forces:R:3
C -1.418158 0.466600 -0.363518 -0.1174 -0.1849 0.0620
C -0.104769 -2.806083 -2.659640 0.0937 -0.1150 0.1122
C 1.981128 -0.898459 -3.403564 0.0683 -0.0144 0.0460
O 0.428487 -2.496489 1.424037 -0.1936 -0.0568 0.0347
H 0.826552 -4.714388 0.023085 0.0198 -0.0072 -0.0207
C 0.774509 0.245844 -5.121432 -0.0750 0.0289 -0.0122
C 1.376242 -2.774829 4.291212 -0.3313 0.2229 0.0332
C -1.877510 3.185185 3.943943 -0.0086 0.0448 0.0727
H -1.162474 4.306925 2.256353 -0.0760 -0.0389 -0.0844
H 2.204231 -1.800831 -2.849393 0.0148 0.0223 0.0046
O 2.931787 2.657409 -3.505535 -0.0053 0.0051 0.0150
N 0.377381 -2.127677 -4.858155 0.1755 0.0773 0.1609
C 1.020028 -0.919620 -4.404228 -0.0576 -0.0862 -0.0841
C 3.680711 2.758217 -2.310367 -0.0102 -0.0116 -0.0128
C 2.646017 0.276739 -3.082085 -0.0321 -0.0011 -0.0312
H 0.043708 0.219826 -5.920784 0.0178 -0.0058 -0.0107
H -2.409386 1.766718 5.487908 0.0002 0.0130 0.0004
H 3.947100 3.806758 -2.204362 -0.0047 0.0052 -0.0062
Cu -0.107228 -0.740516 2.064565 0.1673 -0.2157 0.0247
C -0.947266 -0.384383 4.637525 0.0354 0.0230 0.0237
C -0.355292 -1.585494 -0.589785 -0.0396 -0.0562 0.1145
C -0.533142 2.261210 2.223380 0.0470 -0.0014 0.0540
C -0.550735 -1.634299 -1.969037 -0.1747 -0.0157 -0.1341
C 0.474960 -3.852416 -0.527920 0.0773 0.0310 -0.0898
C -1.287035 -0.558199 -2.532026 0.0465 -0.0049 -0.0696
C 0.297341 -3.896314 -1.913581 0.0503 -0.0125 0.0143
C 0.226191 -2.669263 0.163802 0.0068 0.0559 0.0457
C 1.415238 1.426947 -4.799035 -0.0098 -0.0225 0.0010
H -1.346010 -0.596317 5.625523 0.0164 0.0228 0.0074
O -2.565699 3.084273 0.462710 -0.1336 -0.0025 -0.1913
S -4.009038 0.915755 1.634220 -0.0180 0.0479 -0.0070
C -1.167431 3.364741 2.778027 -0.0059 -0.0976 0.1110
N -0.030158 -2.997822 -4.063173 -0.2688 0.1367 -0.0712
H -2.311969 1.284205 -2.126649 -0.0228 0.0026 0.0310
N -0.527797 1.071903 2.807858 -0.1419 -0.0141 0.0007
C -1.864496 1.943620 4.570591 0.0023 0.0342 0.0304
H -0.026372 2.336626 1.271718 -0.0498 0.0004 -0.0369
C 2.347792 1.450093 -3.767548 0.0169 -0.0192 0.0118
N 1.645122 -4.091424 4.607876 0.0650 -0.0235 0.1103
N 0.128813 -2.408735 4.580037 0.3007 -0.0281 -0.2151
H 2.467639 -4.450207 4.154079 -0.0076 0.0119 -0.0013
H -2.452821 4.000896 4.359636 -0.0364 -0.0152 -0.0311
O -4.508408 3.760457 1.747897 -0.0069 -0.0474 0.0156
C -1.715906 0.466595 -1.744135 -0.0629 0.0477 0.0255
H 0.830838 -4.686144 4.589587 0.0059 -0.0165 -0.0394
N -0.762289 -0.536173 0.178506 0.3616 0.2768 -0.0718
H 3.375633 0.262290 -2.285646 0.0021 0.0034 0.0099
S 2.625839 -1.781627 3.694553 0.0444 -0.0704 0.0268
C -1.158120 0.915822 3.992626 0.0674 -0.0940 0.0185
H 4.594678 2.158859 -2.356258 0.0044 -0.0042 0.0004
S -4.001769 2.784590 0.771157 0.2969 0.1328 0.0176
H 1.196586 2.346114 -5.326259 0.0003 0.0050 0.0048
H 0.538924 -4.799423 -2.463660 0.0067 -0.0124 0.0257
N -0.177645 -1.208746 4.038100 -0.1977 0.0235 -0.0307
H 3.089513 2.445018 -1.446526 0.0017 0.0017 0.0066
H -1.782494 1.275711 0.263339 0.0483 0.0461 -0.0734
O -4.788516 2.746217 -0.465845 -0.0188 -0.0262 0.0741
H -1.543030 -0.576282 -3.583685 0.0452 -0.0008 -0.0228
```
Forces are in eV/Å.

**2S+1**: 2
**ΔE to the lowest compared entry with this formula, charge and spin**: 0.497 eV
**HOMO-LUMO gap (alpha / beta)**: 5.05 / 5.05 eV
**Total charge**: -2

Entry 3:
Computed, not measured: C39H45MnN7O3PS2 as an isolated structure at a distorted geometry, with ωB97M-V with the def2-TZVPD basis set.

Structure (XYZ):
```
98
Properties=species:S:1:pos:R:3:forces:R:3
Mn 0.084929 -0.024926 -0.085818 -1.4649 -0.2278 0.0887
H 5.389090 -0.049196 -1.109393 0.0217 0.0041 0.0600
C 4.595795 0.035923 1.888890 -0.1041 0.1541 -0.0228
C 3.984674 -3.593119 -1.692479 -0.0186 0.0175 0.0523
O -0.418450 2.134667 -0.141646 0.3399 0.0474 -0.2707
N -3.484028 -2.725897 0.196339 0.1605 0.0849 0.1761
H -2.793580 -3.174215 2.883868 0.0749 -0.1160 -0.0203
C 3.732649 2.801953 -2.655442 -0.0605 -0.0336 0.0133
C -0.036300 -1.419251 -2.817511 -0.0105 -0.1756 0.2542
C 3.682402 -1.341312 -0.844758 0.0466 0.0641 0.0656
H 0.025571 -1.679053 5.696360 0.0410 -0.0630 -0.0239
C -3.056963 -1.572862 0.716873 -0.2477 0.0659 0.3642
H -2.185859 -1.837235 3.803650 0.1247 0.0367 0.0290
C 0.221826 0.837181 -3.041204 0.0476 0.3650 -0.2097
C 0.203009 0.749277 -4.422621 0.0215 0.0299 -0.0951
H -4.538742 -1.063568 4.281976 0.0127 -0.0276 0.0146
C 0.859184 0.096585 2.937037 -0.0007 -0.0245 -0.1190
C 0.408294 -2.702920 5.636995 -0.0205 0.0285 0.0911
C 4.549250 -3.097352 2.761331 0.0570 -0.0772 -0.0770
H -4.950647 -4.168754 0.173086 -0.0536 0.0275 -0.0110
H -2.358343 2.430401 -0.685324 -0.0105 -0.0155 0.0050
H -0.146204 -2.267045 -2.150860 0.0231 0.0083 0.0091
C 3.183533 -2.617828 -1.103682 -0.0626 -0.0603 -0.1650
C -3.026077 -2.164685 3.198408 -0.1558 0.1031 -0.1265
N 2.268107 -2.990619 1.961982 -0.3519 -0.1653 -0.3055
H 3.343082 0.697378 -2.730492 0.0045 0.0145 -0.0063
C 4.384813 0.342129 4.250953 0.0100 0.0207 0.0420
H 5.119733 -2.850227 3.652920 -0.0105 0.0251 -0.0149
C 2.512010 -2.872763 4.254829 0.0605 -0.0850 0.1617
N -3.040566 -1.287892 2.020509 0.0887 -0.1906 -0.0973
S -2.597428 -0.312572 -0.366956 0.1831 -0.1417 -0.3276
C 3.543632 3.834729 -0.496536 -0.0409 -0.0243 0.0120
H 5.926777 -4.059589 -2.478406 -0.0182 0.0197 0.0187
H -2.354050 -4.899779 1.628052 0.0045 0.0165 -0.0631
C 5.186261 0.201167 3.130012 0.0242 0.0364 -0.0649
H 0.346363 1.791338 -2.543946 -0.0055 0.0080 -0.0098
C -3.155449 -5.086625 0.911857 -0.0001 -0.0279 0.0603
H 2.999373 2.543867 1.125415 0.0079 0.0097 -0.0079
H 3.943555 2.870267 -3.715752 0.0020 -0.0084 0.0266
C -4.104544 -3.902432 0.806395 0.1742 0.0038 -0.1202
H 4.829703 0.487328 5.228402 -0.0288 -0.0099 -0.0321
H -2.726299 -0.344276 2.192135 0.0944 -0.0281 -0.0041
C 0.899460 -2.939052 2.039494 0.0522 0.1059 0.4664
H -0.441526 -3.383449 5.675492 0.0099 0.0028 -0.0057
C -0.052952 4.819215 -0.091529 -0.0656 0.0259 -0.0403
N -0.213322 -4.000306 -5.162339 -0.0024 -0.0520 0.0038
S 0.014267 -2.907794 0.599967 -0.2716 -0.0713 -0.2128
C 3.206416 0.002265 1.722400 -0.0362 0.1174 0.0251
C -4.316850 -2.093899 4.000261 -0.0076 -0.0267 -0.0134
C 3.137540 1.465077 -0.728915 -0.0375 0.0154 0.0325
C -1.380082 2.856149 -0.432642 -0.1000 -0.0482 0.0861
H 2.147104 -2.848434 -0.859939 0.0861 0.0215 -0.0839
H -2.312262 6.009666 -0.610362 -0.0011 0.0007 0.0422
N -1.317862 4.180874 -0.447306 -0.0071 0.0050 -0.0016
C 5.801095 -2.026660 -1.793115 -0.0077 -0.0360 -0.0108
C 3.810478 3.934374 -1.854401 -0.0146 -0.0059 -0.0158
C 1.109188 -2.839336 4.329479 0.0243 -0.0234 0.1727
H 1.069769 -2.887241 6.481421 -0.0014 -0.0050 -0.0126
H 5.236312 -0.065163 1.025070 0.0297 0.0111 -0.0143
C 3.202202 2.609757 0.062982 0.0490 0.0136 0.0263
H 6.822197 -1.788385 -2.065385 -0.0472 0.0034 -0.0139
H -0.187608 5.896872 -0.094495 -0.0077 -0.0028 -0.0005
C -2.485060 4.966972 -0.857584 0.0688 -0.0649 0.0360
H 2.664750 -3.036358 1.030971 0.0399 -0.0571 0.0314
C 2.395212 0.131298 2.867633 -0.0166 0.1538 0.0266
H -4.220975 -2.684024 4.913677 0.0001 0.0321 -0.0266
C 5.299272 -3.303598 -2.023166 -0.0237 0.0347 0.0055
C -0.035969 -1.600483 -4.190915 -0.0180 -0.6049 0.0653
H 4.081045 4.889124 -2.287946 0.0104 -0.0293 0.0147
N 0.336551 -2.898499 3.259181 -0.0440 -0.0964 -0.6836
C -0.139431 -2.939469 -4.731215 -0.0074 0.3943 0.1285
H 0.066574 -0.614737 -6.089255 0.0103 0.0361 0.0331
P 2.571908 -0.129503 -0.017829 1.0345 0.2344 0.1887
H -2.661041 4.893022 -1.930633 0.0414 0.0140 -0.0167
H -4.507318 -3.633580 1.773657 -0.0926 0.0649 0.0802
N 0.097903 -0.221554 -2.248365 0.0167 -0.3443 -0.4811
C 3.391038 1.577349 -2.098008 -0.0140 -0.0149 0.0057
H -5.171641 -2.476479 3.439562 0.0127 0.0311 -0.0028
H 6.265980 0.220908 3.216087 -0.0244 0.0188 -0.0161
H 0.730678 4.550518 -0.799185 0.0172 -0.0146 -0.0311
C 4.997700 -1.051745 -1.224163 -0.0451 0.0179 -0.0253
C 0.077232 -0.495464 -5.013307 0.0251 0.3500 -0.2727
H 2.361734 0.402158 4.969502 -0.0154 -0.0174 -0.0084
H 0.294820 1.646385 -5.019010 0.0044 -0.0318 -0.0007
H 0.263536 4.495711 0.899316 -0.0080 -0.0186 0.0030
O 0.215991 0.119459 1.834239 0.1641 0.2355 0.8536
H 3.605907 4.713556 0.133796 0.0015 -0.0263 -0.0039
H -3.710542 -5.971639 1.227790 0.0316 0.0158 -0.0013
C 3.085980 -2.973866 3.023323 0.3294 -0.1286 0.3399
H 3.571856 -4.573820 -1.897367 0.0142 0.0350 0.0178
H 4.787127 -4.123291 2.472666 -0.0266 -0.0275 0.0040
C 3.010011 0.299485 4.110592 0.0514 0.0880 -0.0806
H 4.853945 -2.433916 1.948624 -0.0288 -0.1536 0.0804
H -3.322153 -2.781951 -0.795666 -0.0692 0.0565 -0.0464
O 0.341701 0.032024 4.043530 0.0023 0.1039 -0.0009
H -3.377019 4.634013 -0.329629 0.0157 -0.0199 0.0063
H -2.694375 -5.301456 -0.054227 -0.0198 0.0050 0.0364
H 3.124986 -2.826645 5.143953 -0.0409 -0.0126 -0.0380
```
Forces are in eV/Å.

**2S+1**: 6
**ΔE to the lowest compared entry with this formula, charge and spin**: 0.042 eV
**HOMO-LUMO gap (alpha / beta)**: 7.29 / 7.90 eV
**Total charge**: +1

Look up the ΔE to the lowest compared entry with this formula, charge and spin of the first one.
0.000 eV